Here is C3H6NOP in the gas phase in a non-equilibrium geometry from the OMol25 dataset. Energies are from ωB97M-V/def2-TZVPD.

Properties
Energy relative to the best compared isomer or geometry (same formula, charge and spin) in kcal/mol: 60.52
E_LUMO in eV: 0.0
Kohn-Sham gap in eV: 8.69
Net charge: 0
Electronic energy in eV: -16031.5814
Multiplicity: 1

Last column: Mulliken charge in e.
Positions of all 12 atoms, in Å:
1 H 2.928 2.065 -0.316  0.036
2 P 2.331 0.764 0.014  0.097
3 N 0.823 1.179 0.011  -0.368
4 C -0.143 -0.100 0.462  0.166
5 C -1.415 0.230 -0.301  -1.514
6 C 0.277 -1.449 0.060  0.197
7 O 1.351 -1.558 -0.494  -0.464
8 H -0.463 0.047 1.574  0.259
9 H -1.271 0.208 -1.342  0.397
10 H -1.792 1.188 -0.002  0.359
11 H -2.153 -0.292 0.161  0.497
12 H -0.473 -2.282 0.174  0.337

---

Here is a gas-phase ion, C3H6NOS (charge -1) in a non-equilibrium geometry from the OMol25 dataset. Energies are from ωB97M-V/def2-TZVPD.

Properties
Energy relative to the best compared isomer or geometry (same formula, charge and spin) in kcal/mol: 24.86
E_LUMO in eV: 4.0
Kohn-Sham gap in eV: 6.98
Net charge: -1
Electronic energy in eV: -17581.9872
Multiplicity: 1

Last column: Mulliken charge in e.
Positions of all 12 atoms, in Å:
1 N -0.479 0.660 -1.682  -0.716
2 C -0.614 -0.573 -0.923  0.416
3 O -1.368 -1.393 -1.267  -0.468
4 C 0.357 -0.744 0.252  -0.603
5 C 0.149 0.260 1.417  -0.654
6 S 0.488 1.980 1.004  -0.636
7 H 0.499 0.738 -1.933  0.342
8 H -0.581 1.402 -0.972  0.272
9 H 0.425 -1.823 0.381  0.307
10 H 1.281 -0.433 -0.257  0.248
11 H 0.716 -0.160 2.253  0.255
12 H -0.873 0.087 1.727  0.237

---

Here is a gas-phase ion, C3H6NOS (charge -1) in a non-equilibrium geometry from the OMol25 dataset. Energies are from ωB97M-V/def2-TZVPD.

Properties
Energy relative to the best compared isomer or geometry (same formula, charge and spin) in kcal/mol: 4.32
E_LUMO in eV: 4.1
Kohn-Sham gap in eV: 7.11
Net charge: -1
Electronic energy in eV: -17582.8777
Multiplicity: 1

Last column: Mulliken charge in e.
Positions of all 12 atoms, in Å:
1 N -1.150 -0.311 1.086  -0.258
2 C 0.198 -0.186 1.208  0.436
3 O 0.754 0.139 2.247  -0.697
4 C 0.920 -0.303 -0.137  -0.404
5 C 0.151 0.476 -1.224  -0.731
6 S -1.359 -0.239 -1.872  -0.691
7 H -1.611 -0.009 1.916  0.213
8 H -1.567 -0.306 0.133  0.101
9 H 1.909 0.145 -0.038  0.253
10 H 0.951 -1.369 -0.377  0.259
11 H 0.767 0.481 -2.130  0.223
12 H 0.039 1.482 -0.812  0.296